# 1
Computed, not measured: an isolated ion of composition CH3N2O2S and charge -1 at a distorted geometry, with ωB97M-V with the def2-TZVPD basis set.

ΔE to the lowest compared entry with this formula, charge and spin	250.79	kJ/mol
net charge	-1

Structure (XYZ):
```
9
Properties=species:S:1:pos:R:3:lowdin_charge:R:1
C -0.217 0.368 0.010 -0.541
N -1.233 -0.075 -0.854 -0.054
N -1.120 -0.662 0.488 -0.052
O 2.329 1.191 0.202 -0.581
O 1.755 -1.210 0.285 -0.593
S 1.591 0.084 -0.413 0.573
H -0.287 1.353 0.466 0.086
H -1.988 0.614 -0.672 0.079
H -0.830 -1.662 0.489 0.083
```

***

# 2
Computed, not measured: CH3N2O4 as an isolated structure at a distorted geometry, with ωB97M-V with the def2-TZVPD basis set.

ΔE to the lowest compared entry with this formula, charge and spin	0.00	kJ/mol
spin multiplicity	3
net charge	-1

Structure (XYZ):
```
10
Properties=species:S:1:pos:R:3:lowdin_spin:R:1
C 0.278 -0.417 0.188 0.102
N 1.029 0.679 0.351 0.499
N 1.116 1.724 -0.484 0.415
O 1.670 2.684 -0.006 0.447
O 0.715 1.667 -1.626 0.249
O -0.721 -0.422 -0.755 0.012
O 0.407 -1.385 0.968 0.276
H -1.808 -2.366 0.982 0.000
H -0.435 0.403 -1.228 0.001
H -2.250 -2.567 1.610 0.001
```

***

# 3
Computed, not measured: CH3N2PS as an isolated structure at a distorted geometry, with ωB97M-V with the def2-TZVPD basis set.

ΔE to the lowest compared entry with this formula, charge and spin	278.18	kJ/mol

Structure (XYZ):
```
8
Properties=species:S:1:pos:R:3:lowdin_charge:R:1
C 2.366 0.535 0.094 -0.384
N 2.941 1.463 -0.210 -0.009
N -1.381 0.306 0.316 -0.328
P -0.508 -0.744 -0.725 0.389
S 1.016 -1.343 0.513 0.378
H -0.891 1.193 0.398 0.018
H -2.316 0.489 -0.034 0.022
H -1.227 -1.899 -0.352 -0.085
```

***

Look up the ΔE to the lowest compared entry with this formula, charge and spin of the first one.
250.79 kJ/mol

***

What is the ΔE to the lowest compared entry with this formula, charge and spin in the third record?
278.18 kJ/mol

***

Among the records above, which one has the lowest ΔE to the lowest compared entry with this formula, charge and spin?
CH3N2O4